98
Properties=species:S:1:pos:R:3:forces:R:3:mulliken_charge:R:1 method="wB97M-V/def2-TZVPD" lumo_ev="-0.395 / -0.852" total_energy_ha=-3389.46972 e_above_lowest_kj_mol=0.0 homo_energy_ev="-5.65 / -7.28" s2=2.04 multiplicity=3
F -5.59581 -1.70281 2.99866 0.0 0.2 0.0 -0.26
C 1.71983 -0.48885 -2.45748 0.1 -0.1 -0.1 -1.49
C -2.80936 -5.12961 0.99603 -0.1 0.0 -0.1 -0.80
H -3.98280 3.73988 0.58811 0.0 0.0 0.0 0.45
H 1.21869 -3.46957 -0.72219 0.0 0.0 0.0 0.36
H -3.42391 -2.51529 -4.70439 0.0 0.1 0.0 0.42
C 2.84905 3.42227 1.36025 0.0 0.0 -0.1 -0.47
C -1.22604 -1.20638 -2.42467 0.1 -0.6 -0.2 0.98
H 0.03361 3.98320 0.80920 0.1 0.0 0.0 0.35
H 4.22288 -1.62932 0.84818 0.0 -0.1 0.0 0.31
P 2.65043 0.69471 0.52046 0.3 0.3 0.0 1.95
C -1.59767 -3.45735 -4.13224 -0.1 -0.2 -0.2 -1.55
C -2.13778 2.81072 2.38766 0.1 -0.2 -0.1 -1.43
H -0.05804 0.08822 4.61083 0.0 0.0 0.0 0.58
C 2.01776 0.28920 5.08975 0.2 0.0 0.3 -0.97
H 8.26073 -0.39200 0.15549 0.0 0.0 0.0 0.38
H -3.62603 -4.41819 0.91878 0.0 0.0 0.0 0.17
C 2.64584 2.52068 0.31747 -0.1 -0.1 0.1 0.55
H 7.47726 1.92795 -0.16141 0.0 0.0 0.0 0.42
C 4.48184 0.45581 0.42784 -0.1 -0.2 -0.1 -0.01
C 2.78311 4.34464 -1.25713 0.0 0.1 -0.1 -0.62
C -2.98105 1.16893 -3.46927 -0.1 -0.1 0.0 -1.37
C 2.58668 2.99828 -0.99017 -0.2 0.0 0.0 -0.38
C -0.08240 0.18215 2.02561 0.0 -0.3 0.1 0.81
C -0.16270 -2.13280 -2.70095 0.0 0.1 0.0 0.30
H 4.50610 0.64853 2.83752 0.0 0.0 0.0 0.43
H 3.19492 6.28080 -0.42224 0.0 0.0 0.0 0.40
N -1.35623 -2.01002 0.67400 -0.3 -1.8 0.3 -0.70
C 2.42676 0.52916 2.32902 -0.7 0.0 0.1 0.02
H 1.88947 -2.55980 -2.88512 -0.1 0.0 0.0 0.70
H -1.76892 -4.35099 -4.71806 0.0 0.0 0.0 0.37
H -1.17381 2.71032 2.89150 0.0 0.0 0.0 0.25
H 1.10665 0.18760 -1.87007 0.0 0.1 0.0 -0.08
H -4.06784 -0.53286 -1.44444 0.0 0.0 0.4 -0.22
H 0.53215 -4.57184 1.36931 0.0 0.0 0.0 0.28
C 6.76584 1.13911 0.04860 0.0 0.0 0.0 -0.74
Mo -1.33179 -0.01221 0.39781 -2.0 1.2 0.5 -0.17
H -4.95342 -1.55179 -2.58441 0.1 0.0 0.1 0.40
C 0.94545 0.23291 4.23123 -0.3 0.0 -0.4 -0.70
O -5.57092 0.41906 -2.39773 -0.1 0.1 0.1 -0.55
H -1.48307 4.86279 0.50098 0.0 0.0 0.0 0.51
C 7.20547 -0.16253 0.22681 0.0 0.1 0.0 -0.53
O -3.41519 0.35763 1.12071 0.3 -0.3 -0.6 -0.51
H 2.74185 4.70455 -2.27763 0.0 0.0 0.0 0.44
H 2.54618 -2.31687 -0.53074 0.0 0.0 0.0 0.23
H 1.86540 0.19750 6.15736 0.0 0.0 0.0 0.41
C 4.93935 -0.85204 0.60828 0.0 0.0 0.0 -0.16
H -2.50374 3.82874 2.52576 0.0 0.0 0.0 0.48
H -0.42301 -5.82410 2.18140 0.0 0.0 0.0 0.36
C 3.30144 0.43807 4.58366 -0.1 -0.1 0.0 -0.57
C -0.89220 3.98403 0.23847 0.1 -0.3 -0.2 -1.77
H -3.92900 -0.47408 -4.44452 0.1 0.0 0.0 0.66
H 4.14968 0.45809 5.25566 0.0 0.0 0.0 0.44
H 5.09967 2.47218 -0.00891 0.0 0.0 0.0 0.29
H 3.19567 5.46378 1.90722 0.0 0.0 0.0 0.41
F -4.31755 -2.14461 1.31311 -0.1 0.1 0.0 -0.20
N -1.54292 -4.41633 1.12324 -0.1 -0.3 0.1 0.11
H 0.39990 -3.98021 -3.58670 0.0 0.0 0.0 0.45
H -0.20416 -5.88254 0.42136 0.0 0.1 0.0 0.35
H 2.37969 2.30620 -1.79956 0.1 0.0 0.0 0.27
H 1.61433 -0.22341 -3.51139 0.0 0.0 0.0 0.40
C 6.28490 -1.16244 0.50831 0.0 -0.1 0.0 -0.82
C -4.53752 -0.55179 -2.41870 -0.1 0.1 -0.2 -0.40
C -3.46637 3.11752 -0.14392 0.1 -0.3 -0.1 -1.62
C -1.46181 -3.14064 0.87881 0.1 0.2 -0.1 0.58
C -2.36798 -1.30779 -3.30545 0.2 0.1 0.2 -0.17
N -1.10556 -0.36837 -1.34907 -0.1 0.5 -1.3 -0.15
H 2.88292 3.06988 2.38295 0.0 0.0 0.0 0.38
F -6.39460 -1.63503 0.98900 0.1 0.2 0.1 -0.29
H 6.61860 -2.18338 0.64508 0.0 0.0 0.0 0.41
C -0.40045 -3.25553 -3.47578 0.1 0.0 0.0 -0.38
C 3.02438 5.23168 -0.21842 0.0 0.0 0.0 -0.67
S -4.85524 0.56600 1.57523 -0.1 -0.9 -0.1 0.46
H -2.57160 1.44890 -2.50119 0.0 0.0 0.1 -0.16
H -2.79728 -5.75978 0.10377 0.0 0.0 0.0 0.32
H -2.84186 2.11004 2.82628 0.0 0.0 0.1 0.35
H 0.89054 -1.83475 -0.10446 0.2 -0.1 0.0 -0.23
H 2.76465 -0.36586 -2.16366 0.0 0.0 -0.1 0.59
O -4.89325 0.99877 2.96719 -0.1 0.1 0.2 -0.64
C 5.41440 1.44835 0.13800 -0.1 0.0 0.1 -0.26
C 3.49864 0.54647 3.21767 0.0 0.1 0.1 -0.62
H -0.64922 4.02757 -0.82141 0.1 0.0 -0.1 0.47
H -3.20870 3.72683 -1.01040 0.0 0.0 0.0 0.49
O -1.14513 -0.19596 2.55736 0.6 0.4 0.1 -0.64
P -1.90067 2.48955 0.59747 0.0 1.2 0.1 2.32
H -4.12742 2.31971 -0.46508 -0.1 -0.1 0.0 0.28
C 1.26738 -1.93277 -2.23846 -0.1 0.2 0.3 0.05
C 3.03692 4.77030 1.09073 -0.1 0.0 0.1 -0.74
C -2.52743 -2.43496 -4.09896 0.2 -0.2 0.1 -0.63
H -2.19668 1.29829 -4.21680 0.0 0.0 0.0 0.42
C -5.31907 -1.34108 1.74696 0.1 0.1 -0.2 0.66
H -3.80833 1.83897 -3.70417 0.0 0.0 0.0 0.46
H -2.96416 -5.75471 1.87583 0.0 0.0 0.0 0.32
C 1.49333 -2.41421 -0.80100 0.1 0.0 -0.2 -0.47
C -3.46875 -0.28082 -3.46853 0.2 0.3 0.3 0.15
C -0.33703 -5.21832 1.27829 0.1 -0.1 0.1 -1.04
C 1.11526 0.34761 2.83949 1.1 0.1 0.8 0.46
H -6.08217 0.34243 -3.20887 0.0 0.0 0.0 0.36

109
Properties=species:S:1:pos:R:3:forces:R:3:mulliken_charge:R:1 method="wB97M-V/def2-TZVPD" lumo_ev="-1.354 / -1.712" total_energy_ha=-3721.56471 e_above_lowest_kj_mol=243.4 homo_energy_ev="-7.47 / -7.63" s2=2.02 multiplicity=3
H 0.90879 -4.64542 2.14442 -0.1 0.1 0.2 0.63
F 2.23553 -0.48897 0.67830 0.7 -0.6 0.4 1.29
H -0.36320 3.92160 5.38316 -0.1 0.1 -0.1 0.28
F 4.90358 0.05043 0.71049 0.0 0.1 -0.1 -0.31
H 6.40319 -1.64899 2.06851 0.1 0.0 0.0 0.53
C 4.46313 -1.02845 1.37153 -0.4 -0.4 0.2 -0.51
N -0.94520 -1.20503 0.25244 -3.1 -1.3 -4.1 1.41
C -2.12204 0.20198 -6.09263 0.0 0.0 -0.1 0.81
N 1.17560 -2.55883 1.90899 -0.6 0.3 -0.5 -0.14
H -4.59504 -0.04409 -0.43880 -0.1 -0.2 -0.1 0.20
F 5.65308 -3.78755 3.31804 0.0 -0.1 0.1 -0.35
C -2.71452 2.60475 2.59094 -2.0 0.8 1.1 -0.23
C 3.20555 3.00716 1.42637 -0.2 -0.3 0.2 -0.97
O -1.41492 0.37744 2.74878 -3.4 3.7 0.7 -0.27
H -1.75176 -1.29786 4.83512 0.1 0.0 -0.1 0.30
H -3.11036 -2.50934 -2.76676 -0.1 -0.1 -0.2 0.74
C 0.31739 1.94583 5.90251 0.0 0.2 0.7 -0.32
C -1.32414 -2.24812 4.51070 0.2 0.1 0.2 -1.21
H 4.07773 1.74446 -2.35785 0.0 0.0 0.0 0.31
C -1.09956 3.38700 0.83008 1.3 2.0 -2.0 -0.20
C 3.32104 1.73099 -3.14640 0.2 0.0 0.0 -0.85
C -2.96994 -0.84866 -6.41186 0.0 0.1 0.1 -0.85
C 1.14072 2.43035 -3.73304 0.0 0.1 -0.1 -0.93
H 2.18974 -1.31786 -2.48353 0.0 0.0 0.0 0.23
C 2.44327 -0.27424 -2.26283 0.1 -0.2 0.1 -0.87
C -4.06318 -0.66869 -4.27555 0.3 0.3 -0.2 -0.10
C -2.29415 0.83453 -4.86766 -0.1 -0.1 -0.1 -0.31
H -2.88249 -1.33932 -7.36949 0.0 -0.1 -0.1 0.37
W 0.00864 -0.51627 1.91626 2.0 -6.0 1.1 1.06
C 1.61776 1.81076 -1.51306 0.0 -0.1 0.2 -0.20
O -3.01728 4.76145 1.46424 0.6 -0.7 0.1 -0.52
H 3.73093 2.21351 -4.03760 0.0 0.0 0.0 0.35
F 3.07798 -4.38833 3.32084 0.1 0.1 -0.1 -0.37
H -2.58473 0.08124 0.62554 0.1 -0.2 -0.2 0.14
O 2.09205 1.27802 2.70047 0.4 0.0 1.2 0.61
H 2.36048 0.83609 -5.38421 -0.1 -0.1 0.0 0.37
C -3.00039 -1.10259 -1.11517 0.1 -0.7 -0.7 0.78
P 1.71389 0.57434 4.12104 -0.4 0.4 -0.6 -0.69
O -0.53407 4.06855 -0.03370 -1.1 -1.2 1.5 -0.64
C 1.95978 0.34821 -4.48981 0.1 -0.1 -0.1 -0.83
H 0.74227 2.36531 -1.17016 0.1 0.0 0.0 0.14
H 3.68785 2.25190 0.81309 0.1 0.0 -0.1 0.08
H -1.66454 1.67453 -4.62891 0.1 0.1 0.1 0.15
C -0.93812 -3.64303 2.55786 0.5 0.0 -0.1 -1.15
C -2.21719 -0.68836 -0.05543 2.2 -0.3 0.9 -1.29
N 0.75896 1.05629 -4.06115 -0.2 0.1 -0.2 0.70
H 2.38298 1.81494 -0.74114 -0.1 0.0 0.1 -0.76
C -2.89039 -2.25425 2.74155 0.0 0.1 0.0 -1.11
C 0.40756 3.45840 5.99325 0.0 -0.4 -0.2 -1.25
N 2.99389 0.34117 -3.46390 0.2 -0.1 -0.2 0.01
H 0.25880 2.96796 -3.38048 0.0 0.1 0.0 0.29
O 0.44334 1.48689 4.55358 1.0 0.1 0.2 0.06
H -1.00078 0.06374 -7.92169 0.0 0.0 -0.1 0.39
H 1.38194 3.80759 5.65990 0.1 0.0 0.0 0.28
H 2.42948 3.18559 3.43060 0.0 0.0 0.0 0.03
H -0.27831 -2.27830 4.81655 -0.1 0.0 -0.1 0.30
H -4.60102 -2.08472 -5.79251 0.0 -0.1 0.0 0.42
O -3.70271 2.55930 3.31301 1.3 0.0 -0.9 -0.63
C 2.93271 2.44439 2.80170 0.4 0.2 0.0 -0.47
N 1.24908 0.41381 -1.77130 -0.1 0.0 -0.2 1.20
N -1.45649 -2.35264 3.04918 0.4 0.2 -0.4 0.51
H 1.11476 1.47899 6.50105 -0.3 0.1 0.0 0.34
O -6.41322 -1.05668 -1.61678 -0.1 0.1 0.0 -0.67
H -1.26455 -3.76732 1.52046 -0.1 0.0 0.1 0.30
C -5.30616 -0.91813 -2.09022 -0.3 -0.2 0.2 0.23
H 1.52134 2.91686 -4.63575 0.0 0.0 0.0 0.40
H 2.28046 3.31909 0.94730 0.0 0.1 -0.1 0.13
H 3.87190 3.86012 1.51795 0.0 0.1 0.0 0.59
H -0.65291 1.59682 6.26203 0.0 0.0 0.0 0.26
H 0.90965 -3.72419 3.65585 -0.1 -0.1 -0.1 0.59
C -3.93591 -1.27699 -5.52044 -0.1 0.0 0.3 -0.71
H 0.48233 -2.58859 -0.42272 -0.2 0.1 0.1 0.37
C -2.35943 3.76504 1.60687 -1.1 0.8 0.2 0.19
C -0.50445 -2.18751 -0.63308 0.4 1.3 1.8 0.32
H -0.02700 -0.61170 -3.08036 0.0 0.1 0.0 0.05
H 3.22103 -0.24776 -1.49669 -0.1 -0.1 0.1 0.23
H -1.34188 -4.46818 3.16256 -0.1 0.1 -0.1 0.51
H 3.86649 2.13812 3.29166 -0.2 0.1 -0.1 0.42
H -5.86904 -1.54120 -3.87702 0.1 0.1 0.2 0.27
C 2.52108 -2.43578 2.00818 0.7 0.2 -0.2 -0.68
N -5.06393 -1.14199 -3.40996 -0.3 -0.4 -0.2 0.01
H -3.45596 -3.00008 3.31291 0.0 0.0 -0.1 0.48
C 0.25889 0.41950 -2.84455 0.1 -0.1 0.1 -1.04
N 2.15485 2.46984 -2.69454 0.1 0.4 0.0 0.10
C -3.24234 0.40836 -3.96062 -0.1 0.0 0.0 0.07
H -3.35934 0.92589 -3.02312 0.0 0.1 0.1 0.67
C -0.76877 2.10150 1.34605 -0.5 -3.1 2.3 1.93
H 1.69486 -0.68715 -4.72523 0.0 0.0 -0.1 0.31
C -1.67065 1.67243 2.36696 3.2 -2.1 -1.5 -1.08
C -1.24911 -2.63371 -1.68563 -1.2 0.1 -0.5 -1.83
H -0.61934 0.96609 -2.49076 -0.1 0.0 0.0 0.05
N -4.24898 -0.52116 -1.26386 0.0 0.6 0.3 0.06
C 5.34685 -1.84728 2.04974 -0.2 -0.2 0.0 -0.81
H -1.86858 -3.06022 5.01217 0.0 0.0 -0.2 0.40
O 0.12208 1.13215 1.02985 -1.0 3.6 -1.7 1.05
H -0.07970 0.59062 -6.49782 0.1 0.0 0.0 0.08
C 4.81644 -2.96251 2.68244 -0.1 0.4 -0.3 0.19
H -0.85466 -3.40534 -2.32625 0.2 -0.1 0.0 0.48
C 0.58616 -3.70372 2.60873 -0.2 0.4 0.0 -1.30
C -1.03611 0.66221 -7.01429 0.0 0.0 0.0 -1.17
H 0.26990 3.76678 7.02640 0.0 0.0 0.1 0.44
O 1.02274 -0.69941 3.58247 0.3 0.5 1.0 -0.32
C 3.11820 -1.32432 1.36568 -0.4 0.1 -0.2 0.68
Te 3.43909 0.10790 5.53925 0.3 0.1 0.4 -0.16
C 3.46410 -3.26615 2.67146 -0.1 0.3 -0.1 0.31
H -3.25349 -1.26249 3.01235 0.0 0.0 0.0 0.21
C -2.52342 -2.12295 -1.95757 0.8 0.3 0.9 -0.19
H -1.18541 1.70660 -7.28579 0.0 0.1 -0.1 0.31
H -3.06105 -2.42304 1.68025 0.0 0.0 0.0 0.31